Record 1
A molecular structure, C16H35NOP2PbSi. Source: the Open Molecules 2025 dataset; level of theory: wB97M-V/def2-TZVPD.

Output
* total charge: 0
* LUMO energy (spin up / spin down): -0.1423 / -0.1519 eV
* HOMO-LUMO gap (spin up / spin down): 5.33 / 4.15 eV
* DFT total energy: -1925.44362 a.u.
* HOMO level (spin up / spin down): -5.475 / -4.299 eV

Geometry as XYZ:
```
57
Properties=species:S:1:pos:R:3:forces:R:3:nbo_charge:R:1
Pb -0.178366 0.650088 0.038166 0.0850 0.0953 0.0674 0.510
P -0.507939 -1.140929 2.569901 -0.2881 -0.1198 0.2681 0.846
P 0.454102 1.475291 -2.571413 -0.1856 -0.3556 -0.3094 0.881
Si -0.863649 -2.367566 -1.579721 -0.4107 1.1349 0.0381 1.352
O 2.465358 0.509109 0.377894 -0.2135 0.5189 -0.1120 -0.683
N -1.584748 -0.945125 -0.939762 0.5741 0.7130 0.4974 -1.291
C -0.900009 1.177609 -3.776141 -0.2787 0.1862 -0.1405 -0.948
C 0.952082 -2.257391 -1.176150 0.4731 -0.5448 -0.1956 -1.135
C -4.810195 0.729922 -0.238145 0.5656 -0.3275 -0.1461 -0.188
C 1.887872 0.581100 -3.284277 0.3837 0.1249 -0.2663 -0.960
C -5.664949 -0.131173 -0.934252 -0.0583 0.2737 0.0358 -0.296
C -5.153666 -1.233888 -1.631862 -0.0381 0.3279 0.2874 -0.172
C -1.662339 -0.086822 3.549839 -0.0401 0.0734 0.0113 -0.935
C 0.435325 -1.885557 3.958477 0.1946 -0.0634 0.1718 -0.939
C 4.723614 -0.297499 0.247314 1.3422 0.0322 0.0007 -0.683
C -1.634917 -2.535614 2.201136 -0.1167 -0.0692 0.0091 -0.943
C -3.789083 -1.497866 -1.610496 -1.0551 0.1972 -0.0684 -0.325
C 3.692150 0.369532 2.468947 0.5227 -1.1745 -0.8590 -0.727
C 0.922291 3.212132 -2.853922 0.0841 0.4159 -0.0198 -0.947
C -2.922567 -0.630785 -0.918345 0.4821 -0.5770 -0.2905 0.280
C 3.537476 0.229667 0.947219 -0.2142 0.3308 -0.1366 0.326
C -3.436606 0.501528 -0.233161 -0.3170 -0.6644 -0.2998 -0.339
H 5.527402 0.455929 0.230916 -0.0724 -0.1399 -0.3685 0.218
H -2.097434 -0.682279 4.368416 0.0651 0.2628 -0.1573 0.214
H -5.830618 -1.881106 -2.190399 0.1443 0.1224 0.1592 0.204
H -1.052371 -3.431133 1.964286 -0.0667 0.0767 0.0553 0.233
H 1.785637 3.456776 -2.221201 -0.1785 -0.0622 -0.1266 0.239
H -3.404468 -2.374213 -2.148286 -0.0927 0.4546 0.2617 0.209
H -1.098041 -2.399740 -3.071910 0.2119 -0.2966 0.2096 -0.222
H -2.276285 -2.722210 3.071196 0.0609 -0.1498 -0.1647 0.217
H -0.821162 1.819905 -4.667897 0.0682 -0.2390 0.2256 0.225
H 2.640343 0.413656 -2.502261 -0.2117 0.0713 -0.1156 0.246
H -6.723799 0.098787 -0.936252 -0.0110 -0.1814 -0.0832 0.204
H -5.168970 1.591845 0.318612 -0.2457 -0.1452 -0.1697 0.205
H 4.494894 -0.621082 -0.788770 0.0596 0.1890 0.7971 0.245
H 1.410242 -1.369860 -1.624163 -0.0664 -0.2333 0.0678 0.242
H 0.922770 -2.809369 3.617672 -0.0978 0.2213 0.1033 0.233
H 3.402449 1.548133 2.316784 0.4455 -1.0085 -1.7309 0.407
H -0.238490 -2.115469 4.796711 0.2581 -0.0178 -0.1206 0.221
H -2.743318 1.161308 0.301188 -0.4401 -0.1865 -0.2193 0.211
H -2.251767 -2.307205 1.327167 0.0380 0.0564 0.1379 0.260
H 0.093933 3.862795 -2.551395 0.1398 -0.1265 -0.0388 0.245
H -1.473547 -3.561137 -0.961564 0.0039 -0.3831 -0.0855 -0.214
H 1.592032 -0.391543 -3.691516 -0.0455 0.1725 0.1351 0.243
H 4.747779 0.195541 2.735523 -0.5019 0.5456 0.0363 0.273
H 1.484236 -3.153057 -1.545141 -0.1037 0.2610 0.0983 0.231
H 2.353535 1.167526 -4.088535 -0.1099 -0.1554 0.0847 0.225
H -1.120885 0.780577 3.958005 -0.2223 -0.2594 -0.0886 0.228
H 5.160467 -1.113448 0.855779 -0.1290 -0.1228 -0.5106 0.198
H 3.416333 1.267305 3.219323 -0.2078 0.3225 2.3666 0.191
H -1.856033 1.393469 -3.276738 0.2542 -0.0434 -0.1384 0.255
H 3.051825 -0.430148 2.904691 -0.4029 0.7245 0.4621 0.251
H -0.934191 0.124566 -4.084754 0.1085 0.2309 0.1548 0.251
H 1.177671 3.426960 -3.900693 -0.0462 -0.1213 0.1731 0.222
H -2.471675 0.282112 2.901685 0.2577 -0.0926 0.1717 0.248
H 1.219274 -1.190253 4.295418 -0.2549 -0.2097 0.0259 0.215
H 1.122096 -2.176501 -0.095543 -0.0994 -0.0654 -0.1505 0.243
```
Positions in Å, forces in eV/Å.


Record 2
A molecular structure, C16H35NOP2ReSi. Source: the Open Molecules 2025 dataset; level of theory: wB97M-V/def2-TZVPD.

Output
* total charge: 0
* 2S+1: 4
* LUMO energy (spin up / spin down): 0.6599 / -0.3945 eV
* HOMO-LUMO gap (spin up / spin down): 6.18 / 7.37 eV
* DFT total energy: -1811.05476 a.u.
* relative energy (zero: lowest compared OMol25 entry of this formula, charge and spin): 0.000 eV
* HOMO level (spin up / spin down): -5.522 / -7.767 eV

Geometry as XYZ:
```
57
Properties=species:S:1:pos:R:3:forces:R:3:nbo_charge:R:1
Re -0.329760 -0.071958 0.144418 -0.0869 -0.5641 1.0868 0.391
P -0.806056 2.198133 -0.004025 0.0657 1.6198 -0.4797 1.094
P 0.258277 -2.331965 -0.194782 0.6442 -1.4602 -0.1342 1.139
Si -0.306533 -0.008812 -2.196599 -0.5048 -0.0294 -1.6263 0.666
O -1.245028 -0.920970 1.727433 0.0410 -0.2340 0.2075 -0.793
N 1.395629 0.311967 0.415072 1.6298 0.1101 1.1907 -0.562
C -2.562242 -0.636037 1.379295 -0.4323 0.7352 -0.3564 0.092
C 1.932820 -2.672381 -0.847887 0.0037 -0.0627 -0.1219 -0.956
C -0.798427 -3.462630 -1.170468 0.0427 -0.0856 -0.0698 -0.959
C -3.293443 -0.212187 2.660500 -0.2439 0.2598 -0.4348 -0.622
C 2.696364 0.634245 0.435249 0.3343 0.1687 -0.6939 0.090
C 0.357957 -3.247712 1.383501 -0.0414 -0.1319 0.1225 -0.940
C 3.422230 0.777668 -0.790178 -0.2048 0.1180 0.6282 -0.274
C 4.674276 1.295884 1.682301 -0.0542 -0.1923 -0.2076 -0.194
C -1.924966 -0.308738 -3.156063 0.1287 0.1800 -0.0416 -1.097
C -1.511558 2.780097 1.574322 -0.0719 0.2948 0.1808 -0.956
C 3.354689 0.874094 1.679415 -0.3205 -0.0417 -0.4626 -0.249
C -3.320052 -1.768599 0.679958 -0.3210 0.1611 -0.1047 -0.645
C 4.741459 1.207139 -0.753142 -0.2138 -0.2502 -0.0423 -0.149
C 0.632279 3.337792 -0.196694 -0.1094 -0.1155 0.0824 -0.946
C 5.371726 1.454886 0.471386 0.2084 0.2198 0.1803 -0.278
C -1.969708 2.924141 -1.227250 -0.0655 -0.0582 0.1203 -0.951
H 6.411739 1.793692 0.487372 -0.3833 -0.1413 -0.0021 0.210
H -3.069457 -2.760437 1.078237 0.0409 0.2558 0.0410 0.211
H 2.878354 0.563332 -1.715903 0.3236 0.1425 0.2397 0.220
H 0.591252 -0.998131 -2.845396 0.2271 -0.1468 -0.1125 -0.206
H -0.631113 -3.303705 1.852753 0.3259 0.0635 -0.1068 0.255
H 2.753415 0.729971 2.584097 0.4023 0.1233 -0.2586 0.217
H -4.360763 -0.077425 2.455504 0.1060 0.1656 0.1327 0.200
H -1.387861 3.868746 1.630325 -0.1641 -0.1591 0.1178 0.232
H 5.275844 1.327500 -1.697509 -0.0189 0.0161 0.3336 0.204
H -2.575479 2.519951 1.626444 0.2269 0.0721 0.0185 0.242
H 0.745797 -4.258122 1.197623 -0.0563 0.1960 0.0377 0.219
H 2.061463 -2.223069 -1.835428 0.0008 -0.0584 0.1569 0.256
H 0.198244 1.273635 -2.753983 0.1281 0.2880 -0.1596 -0.206
H -1.667155 2.686149 -2.252315 0.0334 0.0216 0.2202 0.257
H -0.987200 2.308616 2.415176 -0.1077 0.1208 -0.2142 0.252
H -2.451899 0.228495 0.563342 -1.2281 -0.8648 1.2550 0.142
H 1.195437 3.097504 -1.107425 -0.1502 0.0135 0.2281 0.257
H -2.768271 0.248675 -2.724968 0.1238 -0.2103 -0.1564 0.221
H -1.979971 4.014328 -1.098383 -0.0731 -0.2224 -0.0515 0.229
H -4.385922 -1.587566 0.860349 0.0754 -0.2472 -0.1921 0.213
H 2.688856 -2.260711 -0.170065 -0.2040 0.0098 -0.0892 0.254
H -2.876431 0.709633 3.074970 -0.0442 -0.1757 -0.0196 0.210
H 1.300658 3.240230 0.670177 -0.1551 -0.0389 -0.2634 0.251
H -2.978070 2.526878 -1.063159 0.1665 0.0639 -0.0185 0.238
H -3.195793 -1.007496 3.409382 0.1156 0.0666 -0.2036 0.221
H -0.850999 -3.143503 -2.217609 0.0154 -0.0498 0.2099 0.248
H -2.160222 -1.381965 -3.180027 -0.0910 0.2979 0.0083 0.223
H -1.749376 0.041763 -4.183854 -0.2342 -0.1738 0.1573 0.229
H -0.356924 -4.466867 -1.117061 -0.1449 0.1721 -0.0880 0.229
H 2.075783 -3.757101 -0.921421 -0.0041 0.1702 -0.0062 0.225
H 5.164847 1.485139 2.638433 -0.0355 -0.0081 -0.3127 0.211
H -1.810214 -3.492829 -0.747908 0.3110 0.0271 -0.1410 0.246
H 0.255203 4.369344 -0.254338 0.1533 -0.2519 0.0092 0.222
H 1.040374 -2.712789 2.054631 -0.1939 -0.1033 -0.0863 0.249
H -3.164079 -1.755924 -0.407822 0.0843 -0.0759 0.2931 0.216
```
Positions in Å, forces in eV/Å.


Q: What is the formula in the second record?
A: C16H35NOP2ReSi


Q: Number 1 is which compound?
A: C16H35NOP2PbSi